{
  "formula": "C3H3O4",
  "method": "the ωB97M-V functional and the def2-TZVPD basis",
  "elements": ["O", "O", "H", "C", "O", "H", "O", "C", "H", "C"],
  "positions_angstrom": [[0.362935, -1.378053, -0.009831], [2.682319, -0.183291, 0.065200], [2.352949, -1.079512, 0.271837], [0.450277, -0.056166, -0.390021], [-2.827435, 0.962839, -0.132382], [-0.416612, -1.938996, -0.427974], [1.749888, 1.814366, 0.072791], [-1.698742, 1.284345, 0.052881], [-1.333733, 2.412359, 0.417550], [1.562200, 0.625638, 0.034464]],
  "forces_ev_per_a": [[-2.03, -2.35, 0.01], [0.88, -1.16, 0.89], [0.25, 0.36, -0.30], [-4.12, -0.30, -1.42], [0.16, 0.33, -0.06], [2.52, 2.48, 0.80], [0.08, 2.10, 0.54], [2.13, 0.45, 0.86], [-0.87, -1.56, -0.73], [0.99, -0.35, -0.59]],
  "lumo_ev": [3.76, 3.76],
  "gap_ha": [0.21954, 0.21800],
  "total_charge": -1,
  "e_homo_ev": [-2.22, -2.17]
}

---

{
  "formula": "C3H3O4P",
  "method": "the ωB97M-V functional and the def2-TZVPD basis",
  "elements": ["O", "C", "O", "P", "H", "C", "H", "O", "H", "C", "O"],
  "positions_angstrom": [[0.501451, 0.545070, -1.486914], [1.770421, 0.364098, 0.804394], [-2.902108, -0.735233, 0.243178], [0.128907, -0.208465, -0.126500], [-2.991210, -1.427121, -0.428514], [-1.740728, 1.397634, 0.216958], [1.941119, -0.036116, 1.808112], [2.582405, 0.948178, 0.142015], [1.300436, 1.094387, -1.383408], [-2.186183, 0.263771, -0.238907], [-1.349507, 2.506410, 0.185259]],
  "forces_ev_per_a": [[0.17, 0.30, -0.35], [-1.57, 0.41, -0.55], [-0.27, -0.19, 0.33], [-0.65, -1.00, -0.10], [0.07, 0.26, 0.05], [0.73, 1.20, -0.07], [0.26, 0.00, 0.23], [0.14, -0.06, 0.21], [0.04, 0.03, 0.01], [1.32, -1.31, -0.19], [-0.25, 0.38, 0.43]],
  "lumo_ev": -1.14,
  "gap_ha": 0.26268,
  "e_homo_ev": -8.29
}

---

{
  "formula": "C3H3O4P",
  "method": "the ωB97M-V functional and the def2-TZVPD basis",
  "elements": ["P", "C", "O", "O", "C", "H", "H", "H", "C", "O", "O"],
  "positions_angstrom": [[-2.475651, -0.845201, 0.622307], [-0.950456, 1.291945, 0.238183], [-0.711458, 2.474393, 0.266062], [-3.492912, -0.915826, -0.396073], [1.319619, 0.400680, 0.051470], [0.142172, -1.627819, -0.781970], [2.871085, -0.542615, 0.208652], [1.764549, 1.305163, 0.082446], [0.001129, 0.283714, -0.163660], [1.994832, -0.786538, 0.215191], [-0.462911, -1.037895, -0.342612]],
  "forces_ev_per_a": [[1.30, 1.55, 1.10], [-1.19, -0.81, -0.20], [-0.66, -0.83, 0.19], [-0.88, -0.13, -1.05], [-2.71, -3.44, -0.34], [0.59, -0.15, -0.19], [3.46, 0.25, 0.13], [1.71, 2.68, 0.48], [2.28, -1.10, -0.33], [-2.29, 0.41, -0.40], [-1.61, 1.57, 0.62]],
  "lumo_ev": [-0.13, -0.13],
  "gap_ha": [0.26342, 0.26354],
  "e_homo_ev": [-7.29, -7.30]
}

---

{
  "formula": "C3H3OP",
  "method": "the ωB97M-V functional and the def2-TZVPD basis",
  "elements": ["O", "C", "C", "C", "H", "H", "P", "H"],
  "positions_angstrom": [[-2.933746, -0.561665, -0.021821], [1.050619, 1.930951, -0.460585], [-0.069399, -0.357930, -0.101106], [0.297099, 1.040921, -0.342157], [-3.834386, -0.332200, 0.156646], [0.831001, -0.951131, 0.139381], [-1.605291, 0.269935, 0.333294], [1.882849, 2.526392, -0.405145]],
  "forces_ev_per_a": [[0.56, -2.10, -1.48], [2.27, 3.03, -0.18], [2.21, 1.53, -1.49], [-2.06, -6.19, -0.19], [-0.34, 0.72, 0.39], [-1.06, -0.31, 0.27], [-2.67, 1.82, 2.88], [1.09, 1.50, -0.21]],
  "lumo_ev": [0.93, -1.82],
  "multiplicity": 3,
  "gap_ha": [0.26572, 0.27249],
  "s2": 2.03,
  "e_homo_ev": [-6.30, -9.23]
}

---

{
  "formula": "C3H3P",
  "method": "the ωB97M-V functional and the def2-TZVPD basis",
  "elements": ["H", "H", "H", "P", "C", "C", "C"],
  "positions_angstrom": [[2.645013, -0.896222, -0.117337], [0.766682, -1.165906, -0.040432], [-3.225081, 0.267681, 0.184255], [1.374758, 1.131313, -0.067165], [-2.225213, 0.413469, -0.002821], [-1.045704, 0.742522, -0.075279], [1.709545, -0.492858, 0.118777]],
  "forces_ev_per_a": [[1.51, -0.57, 0.30], [2.13, 1.03, 0.78], [-1.61, -0.40, 0.10], [-3.30, -1.63, 0.38], [3.58, 1.08, -0.14], [1.53, 0.10, 0.15], [-3.84, 0.40, -1.56]],
  "lumo_ev": -0.68,
  "gap_ha": 0.33072,
  "e_homo_ev": -9.68
}

---

{
  "formula": "C3H3P",
  "method": "the ωB97M-V functional and the def2-TZVPD basis",
  "elements": ["C", "C", "H", "H", "C", "P", "H"],
  "positions_angstrom": [[-0.338429, -0.581650, 0.186767], [0.812058, 0.160741, 0.192866], [-2.599805, -0.658100, -0.408697], [-0.468024, -1.672907, -0.203774], [1.845929, 0.843141, 0.156919], [-1.810876, 0.347202, 0.191586], [2.559150, 1.561574, -0.115666]],
  "forces_ev_per_a": [[-4.01, -1.27, -1.63], [4.50, 1.91, 0.38], [-0.23, -0.26, 0.30], [0.94, 2.06, 0.95], [-3.35, -2.01, -0.09], [1.49, -0.80, 0.00], [0.66, 0.37, 0.09]],
  "smiles": "[H]/P=C/C#C",
  "lumo_ev": -0.84,
  "gap_ha": 0.29192,
  "e_homo_ev": -8.79
}

---

{
  "formula": "C3H40N2O15",
  "method": "the ωB97M-V functional and the def2-TZVPD basis",
  "elements": ["O", "O", "H", "H", "H", "O", "O", "H", "C", "C", "H", "H", "O", "O", "C", "H", "H", "H", "H", "H", "O", "H", "H", "H", "N", "H", "H", "H", "H", "H", "H", "H", "H", "H", "H", "O", "O", "H", "H", "H", "O", "O", "O", "H", "H", "N", "H", "H", "H", "O", "O", "H", "O", "H", "H", "H", "H", "H", "H", "H"],
  "positions_angstrom": [[0.213483, -2.717853, 2.447600], [0.929645, -3.425746, -2.000420], [1.453946, 0.071016, -2.359685], [-1.851909, 2.969391, 1.472166], [0.314593, -3.230243, 1.582185], [-0.632481, -2.518212, -4.154144], [1.790293, 1.840382, 3.358247], [2.771134, 0.184783, 1.370970], [0.331199, 0.156047, -0.549356], [0.435600, 1.599451, 0.035210], [-0.147281, 0.454520, -2.412959], [1.852076, 2.928688, -1.324823], [-1.616972, 0.193737, 3.955959], [3.431689, -2.046322, -2.296956], [1.748572, 2.333256, -0.350227], [-1.732374, -0.709710, -1.303361], [1.704575, -1.394725, 4.094385], [0.420168, 1.343159, -4.150312], [2.279447, 2.831226, 1.613966], [-1.434661, 3.091017, -2.407996], [-2.566275, -0.356358, -1.730662], [-2.337556, -0.719617, -2.611407], [-3.074323, -1.440622, -0.184171], [-3.917613, 1.307341, 1.452719], [0.539595, -0.107899, -1.977050], [3.229667, -1.310937, 1.047791], [0.458953, 1.442246, 1.103716], [-3.282243, -2.851067, 2.096369], [0.367793, -1.884849, 2.016995], [1.048553, -0.524139, -0.125121], [1.682167, 0.873256, 3.449474], [2.761781, -2.619410, -1.990754], [-0.655347, 0.145305, 3.853199], [-1.939250, -3.111032, 1.711070], [-1.969834, -0.574409, 4.416962], [1.194590, -0.663624, 3.727320], [1.291738, 1.466621, -3.819218], [-2.385887, 3.327920, 0.106821], [3.222487, 3.677843, 0.476146], [-0.530506, -2.000109, -3.357119], [2.509093, -0.733837, 1.272911], [-3.672893, 0.610121, 0.839536], [-1.175677, 3.001219, -3.416165], [-0.693151, 2.193616, -3.138830], [1.177155, 2.376133, 3.770212], [2.315845, 3.332809, 0.742395], [-0.701217, -0.268688, -0.294276], [0.958321, -0.862402, 2.830378], [0.067629, -3.132475, -1.729876], [-2.176816, 2.597856, 0.640881], [-2.453177, -1.530067, 0.548152], [-2.756611, -0.665510, 1.018786], [-2.538035, -3.321040, 2.432039], [0.074642, -3.142379, -3.952250], [-0.343911, 2.183201, -0.299032], [2.732919, 1.779743, -0.421061], [1.472912, 2.435907, -3.843175], [3.248392, -1.207852, -1.905239], [-4.444780, 0.621631, 0.275827], [1.000128, -4.298303, -1.654744]],
  "forces_ev_per_a": [[0.46, -1.73, -2.54], [0.58, 0.50, -0.28], [-0.15, 0.36, 0.20], [0.08, 0.00, -0.19], [-0.28, 0.12, 1.93], [0.03, -0.29, 0.14], [2.79, -1.16, -2.14], [0.55, -0.02, -0.11], [-0.66, -0.90, -0.05], [3.57, -1.64, -1.12], [-0.25, 0.47, -1.07], [-1.22, -0.83, 1.19], [-0.31, 0.77, -0.37], [1.75, 0.24, -0.78], [4.03, 1.77, 0.32], [-1.50, 0.79, 0.06], [-0.23, -0.07, -0.39], [-0.79, -0.06, -0.96], [0.53, 0.08, 0.40], [-0.02, 0.82, -2.86], [2.00, -1.08, -1.16], [-0.97, 0.48, -0.01], [0.16, -0.45, -0.31], [0.60, 0.15, 0.37], [-1.18, -0.72, 1.12], [0.76, 0.11, -0.08], [-0.39, 0.43, 0.45], [-1.13, 0.48, -0.12], [-0.34, 0.70, -0.33], [0.02, 0.20, 0.85], [-0.48, 0.50, 0.83], [-1.49, -0.92, 0.40], [-0.43, -0.64, 0.56], [0.32, 0.06, 0.28], [0.61, -0.13, -0.17], [0.02, 0.76, 1.28], [1.77, 1.69, -0.10], [-0.49, 1.69, -1.03], [0.19, -0.28, 0.12], [-0.07, 0.96, 0.21], [-0.84, -0.18, 0.35], [-1.32, 0.52, 0.50], [-0.31, -0.86, 4.24], [0.11, 0.29, -1.11], [-2.14, 1.08, 1.51], [-2.81, -0.52, -1.30], [1.67, 0.86, 0.22], [0.61, -0.24, -0.11], [-0.61, 0.41, 0.29], [0.28, -0.75, 1.45], [-0.55, 1.29, 0.86], [0.89, -1.76, -0.61], [0.45, -0.93, 0.47], [0.09, -0.33, -0.52], [-1.73, 1.03, -0.23], [-1.61, -1.12, -0.42], [-0.38, -1.10, -0.19], [-0.20, 0.84, 0.37], [-0.17, -0.47, -0.66], [0.13, -1.25, 0.36]],
  "lumo_ev": -0.17,
  "gap_ha": 0.31448,
  "e_homo_ev": -8.73
}

---

{
  "formula": "C3H4Ag4Br2O3",
  "method": "the ωB97M-V functional and the def2-TZVPD basis",
  "elements": ["H", "H", "O", "C", "Ag", "Br", "H", "H", "O", "C", "C", "Ag", "Ag", "Br", "Ag", "O"],
  "positions_angstrom": [[-0.388255, 2.660426, -2.739427], [-2.030547, 2.616314, -2.073027], [0.866864, -0.759524, 0.538674], [0.449395, -1.460985, 1.524106], [2.731023, -2.273214, 0.245263], [-1.380545, 0.343517, -2.820324], [-1.283411, 1.809015, 0.055200], [0.326269, 1.373292, -0.573634], [1.334232, -2.135832, 2.230943], [-0.507855, 2.059622, -0.662631], [-1.057759, 2.133648, -2.067253], [-0.251140, -4.112370, 2.153455], [-1.171222, -1.483340, -0.789381], [0.149818, 3.821839, -0.202723], [3.003695, -2.811140, 3.590346], [-0.790560, -1.781270, 1.590414]],
  "forces_ev_per_a": [[0.06, -0.32, -0.19], [-0.01, -0.03, -0.13], [0.62, -0.35, 0.69], [-0.68, -0.55, -2.65], [-0.23, 0.77, -0.08], [0.03, -0.40, 0.11], [0.01, -0.07, 0.04], [0.03, 0.00, 0.00], [0.70, -1.01, 0.95], [0.05, 0.01, -0.12], [-0.16, 0.45, 0.46], [-0.42, 0.78, 0.17], [-0.16, 0.89, 0.01], [-0.05, -0.03, 0.05], [-0.31, 0.47, 0.07], [0.53, -0.61, 0.61]],
  "lumo_ev": -9.34,
  "gap_ha": 0.20093,
  "total_charge": 2,
  "e_homo_ev": -14.81
}

---

{
  "formula": "C3H4AgO3",
  "method": "the ωB97M-V functional and the def2-TZVPD basis",
  "elements": ["H", "C", "C", "H", "Ag", "H", "O", "C", "O", "H", "O"],
  "positions_angstrom": [[0.498101, 1.079970, -0.925901], [0.661742, 0.493277, 0.071590], [-0.593850, -0.283529, -0.109835], [-4.706291, -0.162514, -0.033313], [3.708004, -0.640254, 1.453466], [-0.576823, -1.384434, -0.132554], [1.781046, -0.217977, 0.082976], [-2.903084, -0.541324, 0.036015], [-1.700333, 0.305208, 0.080887], [0.591140, 1.210701, 0.923242], [-3.840644, 0.284332, 0.029331]],
  "forces_ev_per_a": [[1.10, 0.04, 0.85], [-1.30, 1.42, -0.69], [-1.53, -0.65, 2.28], [-0.17, -0.12, 0.08], [0.24, 0.00, -0.04], [-0.16, 0.14, -0.75], [0.40, -0.61, -0.24], [-1.15, -1.49, -0.18], [2.27, 0.91, -0.57], [-0.25, 0.00, -0.69], [0.56, 0.35, -0.05]],
  "lumo_ev": [-10.00, -12.01],
  "multiplicity": 2,
  "gap_ha": [0.31159, 0.23752],
  "s2": 0.76,
  "total_charge": 2,
  "e_homo_ev": [-18.48, -18.47]
}

---

{
  "formula": "C3H4AlO3",
  "method": "the ωB97M-V functional and the def2-TZVPD basis",
  "elements": ["H", "H", "O", "H", "H", "O", "C", "C", "Al", "O", "C"],
  "positions_angstrom": [[-0.946572, 0.471166, 2.464574], [0.913947, -2.019393, 2.198534], [-0.775238, -0.370648, -2.867909], [-0.923925, -1.966310, 1.878535], [0.938752, 0.432316, 2.617081], [0.814974, -0.991047, -1.393830], [-0.007671, -1.432833, 2.146923], [-0.027618, -0.118928, 2.424584], [0.460786, -0.227208, 0.166295], [-0.304058, 0.843690, -1.026986], [-0.057443, -0.131351, -1.880288]],
  "forces_ev_per_a": [[0.10, -0.13, -0.06], [-0.10, 0.08, -0.03], [2.84, 1.17, 2.61], [0.12, -0.02, 0.30], [-0.98, -0.54, 0.32], [1.84, -1.36, 2.52], [-0.03, -0.95, -0.68], [1.22, 1.71, -0.39], [-0.36, 0.37, -1.61], [0.24, 1.27, 3.00], [-4.90, -1.60, -6.00]],
  "lumo_ev": -7.34,
  "gap_ha": 0.24397,
  "total_charge": 1,
  "e_homo_ev": -13.98
}

---

What are the ΔE to the lowest compared entry with this formula, charge and spin values for these records? In order: 5.017 3.072 2.815 1.377 2.151 0.430 6.606 0.000 2.241 0.374 eV.
What are the molar mass values for these records? In order: 103.053 134.027 134.027 86.030 70.031 70.031 344.352 679.342 195.930 115.044 g mol⁻¹.